a:
Below is a structure of composition C3H7Br3N2O4, with properties calculated with wB97M-V/def2-TZVPD.

Results
- Kohn-Sham gap (eV) = 10.41

```
! RIJCOSX wB97M-V def2-TZVPD def2/J DEFGRID3
* xyz 0 1
C 3.4577 -0.7367 -3.7722
N 4.8456 -1.1264 -4.1411
O 5.5102 -1.6767 -3.2942
O 5.2416 -0.8035 -5.2422
H 2.7926 -1.1246 -4.5419
H 3.4030 0.3466 -3.8131
H 3.2422 -1.1679 -2.8058
C -3.5414 0.4788 3.9941
N -4.8785 -0.1680 4.0997
O -5.6856 0.1132 3.2363
O -5.0738 -0.9210 5.0317
H -2.8780 0.0886 4.7531
H -3.7206 1.5468 4.0790
H -3.1600 0.2762 2.9967
C 0.1857 0.9943 -0.0273
Br -0.4065 2.7602 -0.4221
Br 0.9124 0.1297 -1.5818
Br -1.2165 -0.0789 0.7412
H 0.9699 1.0690 0.7095
*
```

Results of the natural (NBO) charge analysis, in e, for atoms 1 through 6: number 1, C, carries -0.4932; number 2, N, carries 0.5341; number 3, O, carries -0.3692; number 4, O, carries -0.3779; number 5, H, carries 0.2344; number 6, H, carries 0.2398



b:
Below is a structure of composition C3H7Br3N2O4, with properties calculated with wB97M-V/def2-TZVPD.

Results
- Kohn-Sham gap (eV) = 9.87

```
! RIJCOSX wB97M-V def2-TZVPD def2/J DEFGRID3
* xyz 0 1
C -0.1139 -2.4784 0.9163
N -0.9375 -1.7267 -0.0698
O -0.7603 -1.8874 -1.2479
O -1.7905 -1.0127 0.4182
H -0.4446 -2.2051 1.9077
H 0.9553 -2.2993 0.8538
H -0.2884 -3.5287 0.6826
C 2.2945 0.0887 -0.7985
N 2.0307 1.0019 0.3483
O 1.0849 0.7328 1.0684
O 2.7281 1.9870 0.4322
H 2.1911 -0.9355 -0.4521
H 3.2442 0.3191 -1.2616
H 1.4953 0.1897 -1.5351
C -2.2288 2.2755 -0.2037
Br -3.3601 2.2537 1.3540
Br -1.4889 4.0473 -0.5711
Br -3.1639 1.6258 -1.8194
H -1.4471 1.5524 -0.0223
*
```

Results of the natural (NBO) charge analysis, in e, for atoms 1 through 6: number 1, C, carries -0.4859; number 2, N, carries 0.5396; number 3, O, carries -0.3760; number 4, O, carries -0.3769; number 5, H, carries 0.2419; number 6, H, carries 0.2263



Most stable structure - b; separation to the second - 0.076 eV.



a:
Below is a cluster of 2 separate species, C9H14OS in total, with properties calculated with wB97M-V/def2-TZVPD.

Results
- Kohn-Sham gap (eV) = 9.09
- SMILES string = Cc1ccc(O)cc1.CCS

```
! RIJCOSX wB97M-V def2-TZVPD def2/J DEFGRID3
* xyz 0 1
C -3.6643 -0.3251 -1.4224
C -2.3212 0.3069 -1.1723
C -2.2488 1.6416 -0.8131
C -1.0285 2.2946 -0.6391
C 0.1170 1.6106 -0.9781
O 1.3212 2.2794 -0.9581
C 0.0816 0.2783 -1.3751
C -1.1445 -0.3682 -1.4811
H -3.7975 -0.6004 -2.4652
H -4.4754 0.3666 -1.2105
H -3.8500 -1.2454 -0.8632
H -3.1399 2.2174 -0.5968
H -1.0158 3.2726 -0.1898
H 2.0039 1.7771 -0.5090
H 0.9667 -0.2523 -1.6581
H -1.0995 -1.4403 -1.6324
C 1.8707 -1.6272 2.6157
C 2.8838 -1.5913 1.4612
S 3.2358 0.0796 0.8950
H 0.8796 -1.4104 2.2345
H 2.0715 -0.8695 3.3583
H 1.8895 -2.5988 3.0946
H 3.7702 -2.0888 1.8567
H 2.6206 -2.1837 0.5879
H 4.0731 0.4768 1.8604
*
```

Results of the natural (NBO) charge analysis, in e, for atoms 1 through 6: number 1, C, carries -0.6222; number 2, C, carries -0.0585; number 3, C, carries -0.1798; number 4, C, carries -0.2604; number 5, C, carries 0.2946; number 6, O, carries -0.7028



b:
Below is an isolated molecule of C9H14OS, with properties calculated with wB97M-V/def2-TZVPD.

Results
- Kohn-Sham gap (spin up / spin down) (eV) = 6.84 / 7.37

```
! RIJCOSX wB97M-V def2-TZVPD def2/J DEFGRID3
* xyz 0 1
C 1.3841 -1.0624 -1.7549
C 1.4656 -1.4647 -0.4446
C 0.8616 -0.6545 0.3976
C 0.3178 1.2666 -0.9275
C 2.2082 -2.7282 -0.1618
C 0.7640 -0.7938 1.8273
C -2.0413 1.7865 -1.5511
C -1.5101 1.2032 0.8378
C -0.9728 1.7815 -0.4630
O 0.4260 0.5302 -3.5848
S 0.2094 0.0111 -2.2196
H 1.8097 -1.6362 -2.5697
H 3.1807 -2.4600 0.0928
H 2.2508 -3.4866 -1.1755
H 1.7526 -3.2351 0.6809
H 1.1231 -1.8072 2.1836
H -0.3534 -0.7700 2.0464
H 1.2507 0.0856 2.2974
H -2.9264 2.6227 -1.2476
H -2.6115 0.9255 -1.5849
H -1.5679 1.9464 -2.5254
H -2.5616 1.5676 0.9222
H -0.9035 1.3805 1.7737
H -1.5246 0.1215 0.7403
H -0.7143 2.9508 -0.2202
*
```

Results of the natural (NBO) charge analysis, in e, for atoms 1 through 6: number 1, C, carries -0.3994; number 2, C, carries -0.2229; number 3, C, carries 0.1681; number 4, C, carries -0.1163; number 5, C, carries -0.6095; number 6, C, carries -0.7381



Most stable structure - a; separation to the second - 8.444 eV.



a:
Below is a cluster of 3 separate species, C3H13N2O3 in total, with properties calculated with wB97M-V/def2-TZVPD.

Results
- Kohn-Sham gap (eV) = 11.11

```
! RIJCOSX wB97M-V def2-TZVPD def2/J DEFGRID3
* xyz 1 1
C -0.3697 0.0745 -0.3478
C -0.2467 -0.8883 0.8302
C -0.9036 -0.3261 2.1414
N -1.9143 -1.0584 2.7329
O -0.5522 0.7573 2.5758
N -0.0863 1.6205 0.0814
H -1.4198 -0.0731 -0.7801
H 0.4123 -0.0958 -1.1680
H -0.7032 -1.9230 0.3977
H 0.8182 -1.2217 1.2010
H -1.9738 -2.0586 2.5090
H -2.3724 -0.8337 3.5528
H 0.8466 1.9566 -0.1898
H -0.2720 1.7978 1.0792
H -0.8633 2.3484 -0.2074
H 3.8123 1.3772 0.4825
H 3.1366 0.5980 -0.6866
O 2.8930 1.2156 0.0456
H 0.6412 -1.3158 -4.8980
H -0.7761 -1.1458 -4.9529
O -0.1067 -0.8054 -4.3990
*
```

Results of the natural (NBO) charge analysis, in e, for atoms 1 through 6: number 1, C, carries -0.2066; number 2, C, carries -0.5477; number 3, C, carries 0.6853; number 4, N, carries -0.7912; number 5, O, carries -0.6349; number 6, N, carries -0.7452



b:
Below is a cluster of 3 separate species, C3H13N2O3 in total, with properties calculated with wB97M-V/def2-TZVPD.

Results
- Kohn-Sham gap (eV) = 10.56

```
! RIJCOSX wB97M-V def2-TZVPD def2/J DEFGRID3
* xyz 1 1
N 0.8782 -1.2491 0.0467
C 0.3074 -0.7598 -1.2963
C -1.2133 -0.9568 -1.2682
N -2.0291 0.0955 -1.4390
C -1.7092 1.5090 -1.3640
O -1.5328 -2.1227 -1.1106
H 1.5247 -2.0099 -0.1451
H 0.0840 -1.5907 0.5961
H 1.4029 -0.5984 0.6427
H 0.6866 0.2178 -1.5480
H 0.6695 -1.5515 -1.9638
H -3.0068 -0.1569 -1.4842
H -2.1475 1.9535 -0.4601
H -2.0888 2.0526 -2.2127
H -0.6311 1.6965 -1.3236
H 3.2147 1.0663 2.0465
H 3.0094 1.6226 0.5826
O 2.6941 1.0034 1.2382
H 0.4583 0.5630 3.4170
H -0.5723 -0.5334 3.8820
O 0.0012 -0.2509 3.1637
*
```

Results of the natural (NBO) charge analysis, in e, for atoms 1 through 6: number 1, N, carries -0.6842; number 2, C, carries -0.3067; number 3, C, carries 0.6349; number 4, N, carries -0.5743; number 5, C, carries -0.4149; number 6, O, carries -0.5990



Most stable structure - b; separation to the second - 0.693 eV.